Entry w
The following is a DFT calculation (ωB97M-V/def2-TZVPD) of a 2-piece molecular cluster, CH7N3 overall.

Last column: Mulliken charge in e.
Element x y z (Å)
N 1.60 -1.67 0.52  -0.8016
H 2.35 -1.15 0.11  0.2190
H 0.62 -1.40 0.47  0.2778
H 1.94 -2.25 1.25  0.1680
N -0.32 1.07 -1.20  -0.4296
C -1.15 1.18 -0.05  -0.3468
N -1.29 0.04 0.66  -0.6354
H -0.19 1.84 -1.83  0.1182
H -0.03 0.14 -1.41  0.1720
H -1.38 2.19 0.32  0.2415
H -2.17 0.01 1.16  0.0172

Summary:
gap between HOMO and LUMO (alpha / beta) = 3.41 / 7.00 eV
net charge = -1
multiplicity = 2

Entry x
The following is a DFT calculation (ωB97M-V/def2-TZVPD) of a 2-piece molecular cluster, CH7N3 overall.

Last column: Mulliken charge in e.
Element x y z (Å)
N -1.77 -3.15 1.38  -1.8755
H -1.21 -2.42 1.88  0.5142
H -2.06 -2.79 0.47  0.5453
H -1.03 -3.82 1.10  0.4136
N -0.07 1.24 0.36  -1.1459
C 0.66 1.63 -0.82  -0.9007
N 1.70 1.04 -1.20  -0.5484
H -1.05 1.34 0.52  0.7297
H 0.24 0.43 0.85  0.4447
H 0.36 2.47 -1.44  0.5570
H 1.77 1.17 -2.21  0.2661

Summary:
gap between HOMO and LUMO (alpha / beta) = 3.04 / 9.71 eV
net charge = -1
multiplicity = 2

Going by the computed energies, the most stable comes first: entry x, entry w.

Entry w
The following is a DFT calculation (ωB97M-V/def2-TZVPD) of a 2-piece molecular cluster, C5H14 overall.

Last column: Mulliken charge in e.
Element x y z (Å)
C 1.29 -2.00 -0.46  -0.8981
C 0.69 -1.84 0.92  -0.4481
H 0.71 -1.60 -1.25  0.3345
H 2.38 -1.73 -0.62  0.2453
H 1.52 -3.21 -0.59  0.2232
H 1.31 -1.34 1.44  0.3228
H -0.21 -1.29 0.60  -0.1134
H 0.37 -2.76 1.39  0.3428
C -0.68 0.90 -0.64  0.4486
C -0.04 2.31 -0.75  -1.1452
C -1.38 0.87 0.81  -1.2293
H -0.05 -0.11 -0.75  -0.4304
H -1.46 1.11 -1.30  0.2865
H 0.31 2.39 0.23  0.2946
H 0.78 2.44 -1.49  0.2954
H -1.90 0.02 1.10  0.4464
H -0.74 3.00 -0.85  0.4033
H -2.29 1.56 0.63  0.3370
H -0.62 1.26 1.55  0.2841

Summary:
gap between HOMO and LUMO = 12.04 eV
structure (SMILES) = CCC.CC

Entry x
The following is a DFT calculation (ωB97M-V/def2-TZVPD) of a 2-piece molecular cluster, C5H14 overall.

Last column: Mulliken charge in e.
Element x y z (Å)
C 1.27 0.52 0.60  0.0106
C 1.37 -0.91 0.06  -1.2522
C 2.67 1.12 0.73  -1.2108
H 0.55 1.06 -0.03  0.2406
H 0.83 0.44 1.59  0.2131
H 1.40 -0.95 -1.03  0.3137
H 3.22 0.98 -0.21  0.3113
H 2.71 2.18 0.98  0.3499
H 3.21 0.52 1.46  0.3104
H 2.26 -1.45 0.38  0.3784
H 0.59 -1.58 0.40  0.3261
C -1.95 -0.65 -0.94  -0.5456
C -3.07 0.14 -0.27  -0.9237
H -1.41 -1.42 -0.40  0.0975
H -2.28 -1.21 -1.81  0.3957
H -1.22 0.10 -1.25  0.1379
H -3.43 -0.27 0.67  0.2826
H -3.97 0.22 -0.87  0.2940
H -2.77 1.17 -0.05  0.2706

Summary:
gap between HOMO and LUMO = 12.63 eV
structure (SMILES) = CCC.CC

Going by the computed energies, the most stable comes first: entry x, entry w.

Entry w
The following is a DFT calculation (ωB97M-V/def2-TZVPD) of a 2-piece molecular cluster, C5H14 overall.

Last column: Mulliken charge in e.
Element x y z (Å)
C 1.49 -1.63 -0.72  -0.5796
C 1.22 -2.43 0.57  -0.8139
H 0.56 -1.21 -1.07  0.1767
H 2.20 -0.81 -0.46  0.1787
H 2.10 -2.11 -1.51  0.3229
H 0.52 -3.33 0.59  0.2665
H 0.61 -1.74 1.18  0.1784
H 2.03 -2.83 1.13  0.3387
C -0.88 0.94 0.13  0.1163
C 0.33 1.88 0.01  -1.1527
C -2.27 1.52 -0.13  -1.1215
H -0.75 0.04 -0.46  0.0352
H -0.92 0.58 1.17  0.1656
H 0.52 2.13 -1.02  0.2766
H -2.65 1.26 -1.19  0.2496
H -3.00 0.95 0.46  0.2989
H 1.24 1.56 0.50  0.3125
H 0.00 2.68 0.68  0.4054
H -2.33 2.55 0.12  0.3454

Summary:
gap between HOMO and LUMO = 12.22 eV
structure (SMILES) = CCC.CC

Entry x
The following is a DFT calculation (ωB97M-V/def2-TZVPD) of a 2-piece molecular cluster, C5H14 overall.

Last column: Mulliken charge in e.
Element x y z (Å)
C 2.09 -0.28 0.52  -0.2262
C 1.02 -0.93 1.43  -0.5779
C 2.14 -0.84 -0.91  -1.0412
H 1.77 0.76 0.43  0.2056
H 3.08 -0.28 0.97  0.3437
H 0.94 -2.00 1.25  0.2896
H 0.04 -0.53 1.25  -0.1650
H 1.83 -1.89 -0.97  0.2727
H 1.46 -0.31 -1.58  0.2599
H 1.37 -0.69 2.43  0.3337
H 3.14 -0.72 -1.32  0.3263
C -2.31 0.27 -0.12  -0.7398
C -2.42 1.66 -0.76  -0.8191
H -1.59 -0.36 -0.65  0.2210
H -1.88 0.23 0.88  0.1787
H -3.30 -0.16 -0.13  0.3329
H -3.14 1.61 -1.58  0.2683
H -2.78 2.40 -0.05  0.2640
H -1.46 2.06 -1.09  0.2727

Summary:
gap between HOMO and LUMO = 12.41 eV
structure (SMILES) = CCC.CC

Entry y
The following is a DFT calculation (ωB97M-V/def2-TZVPD) of a 2-piece molecular cluster, C5H14 overall.

Last column: Mulliken charge in e.
Element x y z (Å)
C -0.69 1.29 0.63  0.0619
C -1.07 2.72 0.55  -1.1480
C -1.95 0.49 1.01  -1.2500
H 0.02 1.11 1.53  0.1968
H -0.25 1.12 -0.31  0.1532
H -2.13 2.88 0.33  0.3078
H -0.70 2.94 1.50  0.3178
H -1.82 -0.48 0.54  0.2959
H -2.89 0.74 0.50  0.3518
H -0.41 3.34 -0.10  0.3145
H -2.07 0.60 2.01  0.3982
C 1.14 -2.04 -1.50  -0.7491
C 2.38 -2.12 -0.57  -0.8810
H 1.02 -0.95 -1.66  0.1438
H 1.04 -2.49 -2.42  0.4247
H 0.39 -2.71 -0.98  0.2192
H 2.59 -3.19 -0.57  0.2899
H 2.08 -1.79 0.34  0.2900
H 3.31 -1.46 -0.85  0.2625

Summary:
gap between HOMO and LUMO = 11.83 eV
structure (SMILES) = CCC.CC

Entry z
The following is a DFT calculation (ωB97M-V/def2-TZVPD) of a 2-piece molecular cluster, C5H14 overall.

Last column: Mulliken charge in e.
Element x y z (Å)
C -0.93 -0.09 1.21  0.4013
C -2.18 0.67 0.51  -0.9755
C -1.34 -1.55 1.37  -1.0059
H -0.75 0.41 2.19  0.3088
H -0.15 0.30 0.58  -0.3600
H -2.15 1.62 1.05  0.2709
H -1.75 0.89 -0.51  0.2168
H -0.59 -2.25 1.00  0.2806
H -3.03 0.03 0.39  0.3384
H -2.30 -1.68 0.85  0.2351
H -1.57 -2.02 2.32  0.3055
C 2.45 0.79 -0.81  -0.7892
C 1.90 0.17 -2.11  -0.7807
H 3.29 1.46 -0.91  0.3364
H 1.66 1.33 -0.30  0.1867
H 2.97 -0.03 -0.27  0.2433
H 0.83 0.05 -2.09  0.1956
H 2.08 0.73 -3.02  0.3052
H 2.21 -0.86 -2.27  0.2868

Summary:
gap between HOMO and LUMO = 11.81 eV
structure (SMILES) = CCC.CC

Going by the computed energies, the most stable comes first: entry x, entry w, entry z, entry y.

Entry w
The following is a DFT calculation (ωB97M-V/def2-TZVPD) of a 2-piece molecular cluster, C5H14 overall.

Last column: Mulliken charge in e.
Element x y z (Å)
C -0.38 -2.07 1.09  -0.3560
C 0.63 -0.98 1.40  -0.7875
C -1.20 -1.83 -0.20  -1.0508
H -1.14 -2.15 1.87  0.2858
H 0.01 -3.08 1.01  0.3364
H 0.89 -1.12 2.45  0.3113
H 1.55 -1.07 0.82  0.3332
H -1.94 -2.62 -0.30  0.3377
H 0.15 -0.05 1.21  0.0465
H -0.47 -1.83 -1.02  0.2748
H -1.61 -0.82 -0.22  0.2615
C -0.14 2.22 -1.50  -0.8276
C 1.05 2.22 -0.56  -0.6782
H -0.24 1.22 -1.94  0.2239
H -1.09 2.20 -0.95  0.2788
H -0.11 2.97 -2.29  0.3120
H 1.32 3.23 -0.26  0.3234
H 1.93 1.79 -1.02  0.2440
H 0.78 1.76 0.39  0.1306

Summary:
gap between HOMO and LUMO = 12.39 eV
structure (SMILES) = CCC.CC

Entry x
The following is a DFT calculation (ωB97M-V/def2-TZVPD) of a 2-piece molecular cluster, C5H14 overall.

Last column: Mulliken charge in e.
Element x y z (Å)
C 2.10 -0.31 1.42  -0.8781
C 0.75 -0.82 1.98  -0.5539
H 2.81 -1.07 1.09  0.2890
H 1.96 0.41 0.61  0.1796
H 2.62 0.31 2.16  0.3125
H 0.36 -1.52 1.25  0.1334
H 0.99 -1.26 2.94  0.3734
H 0.15 0.07 2.10  0.1390
C -1.22 0.06 -1.71  -0.3186
C -1.68 -0.31 -0.31  -0.9624
C -0.18 1.23 -1.81  -0.7586
H -1.04 -0.77 -2.39  0.4253
H -2.08 0.55 -2.17  0.2062
H -1.46 -1.33 -0.01  0.2273
H 0.49 1.13 -0.97  -0.0420
H -2.76 -0.17 -0.34  0.3603
H -1.39 0.32 0.53  0.2371
H 0.35 1.32 -2.73  0.3386
H -0.76 2.14 -1.65  0.2919

Summary:
gap between HOMO and LUMO = 12.08 eV
structure (SMILES) = CCC.CC

Going by the computed energies, the most stable comes first: entry w, entry x.

Entry w
The following is a DFT calculation (ωB97M-V/def2-TZVPD) of a 2-piece molecular cluster, C5H14 overall.

Last column: Mulliken charge in e.
Element x y z (Å)
C -1.67 -1.70 1.16  -0.6708
C -2.36 -0.40 1.59  -0.6465
H -2.29 -2.34 0.52  0.2760
H -0.76 -1.59 0.57  0.1187
H -1.40 -2.33 2.00  0.2849
H -1.91 0.42 1.02  0.1160
H -3.43 -0.46 1.36  0.2710
H -2.40 -0.25 2.66  0.2787
C 1.00 0.38 -0.99  0.2400
C 1.04 1.66 -0.16  -1.2235
C 2.25 0.17 -1.84  -1.2343
H 0.77 -0.41 -0.28  -0.0862
H 0.12 0.38 -1.65  0.3131
H 0.10 1.99 0.27  0.3222
H 3.13 0.59 -1.35  0.3142
H 2.48 -0.82 -2.25  0.3600
H 2.09 0.77 -2.73  0.3034
H 1.68 1.45 0.71  0.3134
H 1.56 2.50 -0.63  0.3496

Summary:
gap between HOMO and LUMO = 12.30 eV
structure (SMILES) = CCC.CC

Entry x
The following is a DFT calculation (ωB97M-V/def2-TZVPD) of a 2-piece molecular cluster, C5H14 overall.

Last column: Mulliken charge in e.
Element x y z (Å)
C 2.49 -0.57 -1.81  -0.7210
C 2.40 -1.06 -0.43  -0.7135
H 2.91 -1.31 -2.58  0.2491
H 3.06 0.33 -1.97  0.2806
H 1.41 -0.32 -2.10  0.1588
H 3.12 -1.84 -0.37  0.3077
H 2.58 -0.28 0.31  0.2834
H 1.47 -1.62 -0.07  0.1549
C -1.23 -0.04 1.86  -0.9012
C -2.10 0.31 0.67  -0.0945
C -1.78 1.46 -0.20  -0.9695
H -0.40 -0.76 1.50  0.0614
H -1.83 -0.63 2.61  0.3187
H -0.63 0.82 2.27  0.2883
H -3.08 0.34 1.25  0.2325
H -2.32 -0.67 0.07  0.2644
H -1.40 1.14 -1.20  0.2256
H -2.62 2.17 -0.47  0.2739
H -0.92 2.06 0.16  0.3004

Summary:
gap between HOMO and LUMO = 11.50 eV
structure (SMILES) = CCC.CC

Going by the computed energies, the most stable comes first: entry w, entry x.

Entry w
The following is a DFT calculation (ωB97M-V/def2-TZVPD) of a 2-piece molecular cluster, C5H14 overall.

Last column: Mulliken charge in e.
Element x y z (Å)
C -0.74 -0.30 -1.61  -0.0807
C -1.35 -0.97 -2.89  -1.0995
C 0.73 -0.58 -0.99  -1.2053
H -1.33 -0.62 -0.65  0.2026
H -0.68 0.83 -1.43  0.2619
H -2.25 -0.42 -2.92  0.3435
H -0.99 -0.66 -3.93  0.2949
H 0.56 -0.88 -0.01  0.2840
H 1.33 0.26 -1.05  0.3404
H -1.32 -2.06 -2.85  0.3015
H 1.18 -1.41 -1.58  0.3151
C 0.43 0.44 3.20  -0.8674
C 0.81 1.35 2.06  -0.3896
H 1.40 0.12 3.55  0.2578
H 0.02 1.03 4.08  0.2701
H 0.11 -0.58 2.96  0.3266
H 1.76 1.77 2.29  0.3254
H 0.83 0.85 1.00  -0.1303
H 0.05 2.14 1.95  0.2491

Summary:
gap between HOMO and LUMO = 11.85 eV
structure (SMILES) = CCC.CC

Entry x
The following is a DFT calculation (ωB97M-V/def2-TZVPD) of a 2-piece molecular cluster, C5H14 overall.

Last column: Mulliken charge in e.
Element x y z (Å)
C 1.66 -1.32 0.59  -0.5974
C 2.44 -2.62 0.37  -0.9244
H 0.92 -1.16 -0.20  0.0759
H 1.08 -1.35 1.51  0.2851
H 2.30 -0.44 0.61  0.3350
H 2.05 -3.43 0.98  0.2712
H 3.49 -2.49 0.62  0.2610
H 2.42 -2.99 -0.66  0.2847
C -1.24 1.07 -0.74  0.0855
C -1.37 2.56 -0.99  -1.1135
C -1.76 0.61 0.62  -1.1870
H -1.80 0.51 -1.51  0.2379
H -0.20 0.75 -0.86  0.0868
H -0.48 3.02 -1.42  0.3364
H -1.41 1.21 1.45  0.3487
H -2.85 0.58 0.63  0.3509
H -1.59 3.14 -0.10  0.3001
H -2.18 2.81 -1.69  0.2651
H -1.46 -0.44 0.79  0.2982

Summary:
gap between HOMO and LUMO = 12.42 eV
structure (SMILES) = CCC.CC

Going by the computed energies, the most stable comes first: entry x, entry w.

Entry w
The following is a DFT calculation (ωB97M-V/def2-TZVPD) of a 2-piece molecular cluster, C5H14 overall.

Last column: Mulliken charge in e.
Element x y z (Å)
C 1.79 0.42 1.56  -0.5020
C 3.20 0.47 1.00  -0.9800
H 1.62 -0.59 2.05  0.2700
H 1.62 1.01 2.36  0.4023
H 1.06 0.62 0.72  -0.0900
H 3.88 0.42 1.85  0.3134
H 3.34 1.46 0.70  0.3073
H 3.57 -0.28 0.27  0.2883
C -1.23 -0.15 -0.70  0.0013
C -1.38 -1.48 -1.26  -1.2258
C -2.57 0.72 -0.77  -1.2148
H -0.34 0.39 -1.11  0.2664
H -1.18 -0.11 0.41  0.1562
H -0.47 -1.95 -0.98  0.3707
H -2.30 -2.03 -1.01  0.3176
H -2.52 1.22 -1.66  0.4124
H -1.30 -1.46 -2.37  0.2837
H -2.45 1.20 0.24  0.3036
H -3.44 0.15 -0.48  0.3194

Summary:
gap between HOMO and LUMO = 11.56 eV
structure (SMILES) = CCC.CC

Entry x
The following is a DFT calculation (ωB97M-V/def2-TZVPD) of a 2-piece molecular cluster, C5H14 overall.

Last column: Mulliken charge in e.
Element x y z (Å)
C 1.67 -0.69 -0.24  0.2141
C 2.43 0.33 -1.08  -1.2571
C 0.62 -1.35 -1.21  -1.1465
H 2.46 -1.32 0.16  0.2753
H 1.04 -0.19 0.49  -0.0803
H 1.95 1.02 -1.78  0.3546
H 1.03 -2.10 -1.87  0.3607
H -0.19 -1.77 -0.61  0.3047
H 0.21 -0.52 -1.78  0.2981
H 3.12 0.92 -0.45  0.3469
H 3.23 -0.14 -1.66  0.3473
C -1.50 0.77 0.92  -0.6119
C -2.87 0.70 1.56  -1.0408
H -0.78 0.30 1.59  0.2145
H -1.48 0.16 0.02  0.1719
H -1.06 1.73 0.66  0.3534
H -3.62 1.41 1.18  0.3018
H -2.84 0.99 2.61  0.2898
H -3.42 -0.24 1.49  0.3036

Summary:
gap between HOMO and LUMO = 12.19 eV
structure (SMILES) = CCC.CC

Entry y
The following is a DFT calculation (ωB97M-V/def2-TZVPD) of a 2-piece molecular cluster, C5H14 overall.

Last column: Mulliken charge in e.
Element x y z (Å)
C 0.41 -0.57 -2.02  -0.1603
C -0.85 0.24 -2.25  -1.1176
C 0.07 -1.57 -0.87  -0.6753
H 0.54 -1.17 -3.05  0.2390
H 1.39 -0.14 -1.71  0.2745
H -1.10 0.92 -1.43  0.3138
H -1.80 -0.30 -2.34  0.3204
H 0.90 -2.36 -0.86  0.2952
H 0.24 -1.07 0.06  -0.2273
H -0.67 0.80 -3.21  0.2897
H -0.91 -1.96 -0.82  0.4017
C 0.54 0.62 1.62  -0.5741
C -0.07 1.14 2.98  -1.1368
H 1.53 0.17 1.77  0.3485
H -0.21 -0.14 1.33  0.2062
H 0.67 1.57 0.95  0.2201
H -1.06 1.52 2.78  0.3325
H 0.44 1.98 3.37  0.3499
H -0.09 0.32 3.72  0.2999

Summary:
gap between HOMO and LUMO = 11.76 eV
structure (SMILES) = CCC.CC

Going by the computed energies, the most stable comes first: entry x, entry y, entry w.

Entry w
The following is a DFT calculation (ωB97M-V/def2-TZVPD) of a 2-piece molecular cluster, C5H14 overall.

Last column: Mulliken charge in e.
Element x y z (Å)
C 0.48 1.34 0.69  0.4859
C -0.77 2.21 0.92  -1.1613
C 1.15 1.02 2.02  -1.2240
H 0.12 0.43 0.22  -0.3759
H 1.18 1.81 0.00  0.3065
H -0.77 2.84 1.81  0.3263
H -1.68 1.61 0.95  0.3106
H 1.39 1.97 2.52  0.3843
H 0.55 0.38 2.66  0.3005
H -0.96 2.86 0.06  0.3097
H 2.13 0.53 1.94  0.3419
C -0.15 -2.22 -2.41  -0.9221
C -0.58 -2.07 -0.97  -0.6476
H -0.55 -3.06 -2.99  0.3027
H -0.34 -1.31 -2.97  0.2665
H 0.92 -2.36 -2.63  0.2945
H -0.93 -2.99 -0.51  0.3709
H 0.20 -1.65 -0.33  0.1223
H -1.40 -1.34 -0.97  0.2083

Summary:
gap between HOMO and LUMO = 12.43 eV
structure (SMILES) = CCC.CC

Entry x
The following is a DFT calculation (ωB97M-V/def2-TZVPD) of a 2-piece molecular cluster, C5H14 overall.

Last column: Mulliken charge in e.
Element x y z (Å)
C -0.69 2.39 0.30  -0.5244
C -2.01 2.26 1.08  -0.9063
H -0.76 1.96 -0.70  0.2443
H -0.31 3.39 0.10  0.3762
H 0.10 1.81 0.78  -0.0175
H -2.77 1.70 0.55  0.2752
H -2.35 3.25 1.38  0.2871
H -1.79 1.77 2.02  0.2919
C 0.48 -1.52 -0.39  -0.1039
C 0.76 -2.90 -0.96  -1.2642
C 1.64 -0.59 -0.10  -1.0229
H -0.22 -1.67 0.45  0.2778
H -0.29 -1.04 -1.01  0.2541
H 1.26 -3.62 -0.30  0.3163
H -0.22 -3.30 -1.24  0.3457
H 1.40 0.11 0.70  0.2006
H 1.83 0.06 -0.97  0.2737
H 1.43 -2.90 -1.82  0.3197
H 2.53 -1.17 0.13  0.3768

Summary:
gap between HOMO and LUMO = 11.93 eV
structure (SMILES) = CCC.CC

Going by the computed energies, the most stable comes first: entry w, entry x.